[1]
113
Properties=species:S:1:pos:R:3:mulliken_charge:R:1 method="wB97M-V/def2-TZVPD" largest_force_ev_per_a=5.81 total_charge=0 homo_ev="-8.82 / -8.83" spin_multiplicity=4 homo_lumo_gap_ev="7.019 / 8.621"
H -4.17459 -16.33464 -17.37047 0.33
H -1.89371 -14.46378 -17.05691 0.25
H -4.70398 -5.76273 -18.89028 0.08
C -5.19537 -14.53029 -22.17973 -1.37
O 1.77963 -9.68319 -15.20104 -0.55
H -2.69680 -6.94843 -20.81199 0.03
C -0.71210 -10.68407 -25.12360 -0.84
C -6.48801 -13.88350 -21.63889 -0.01
C -4.51265 -14.48758 -16.87250 -0.96
H -1.75218 -10.97470 -25.27147 0.36
O -4.86638 -8.05734 -24.38826 -0.50
H -3.13276 -10.12245 -18.53068 -1.00
H -4.15816 -11.52214 -18.42855 -0.62
H -0.51152 -9.64509 -25.38509 0.37
H -7.43111 -7.88865 -22.72517 0.20
H -6.93573 -10.18014 -15.04180 0.46
H -3.18512 -7.47132 -23.18934 0.06
H -2.23841 -6.24232 -19.24798 0.52
H -8.88130 -12.47157 -18.24511 0.35
H -0.11102 -15.82170 -18.88967 0.34
C -3.38677 -10.92035 -20.43017 0.99
C -4.24186 -4.83334 -20.51303 -1.55
H -4.40800 -16.06235 -14.90228 0.32
H 1.93447 -14.12874 -28.89903 0.35
H -2.99909 -15.33618 -14.98061 0.30
H -1.35415 -16.12172 -16.80882 0.46
H -5.55482 -14.79366 -16.78146 0.32
H -5.51891 -12.37300 -21.90857 -0.24
C -3.58660 -15.69668 -16.71064 0.27
N -6.43892 -12.59800 -22.25937 -0.36
C -3.22505 -11.15793 -18.85835 0.82
H -1.29482 -10.63679 -20.49825 0.45
H -7.62305 -11.20053 -16.33783 0.21
N 0.43692 -14.24983 -26.65928 -0.76
O -4.60054 -10.19435 -20.70313 0.64
H -6.35096 -14.82069 -19.67766 0.39
H -5.06377 -14.38191 -23.25153 0.37
N -3.50105 -16.13522 -15.34071 -0.76
S 1.02209 -8.52954 -15.67479 1.04
H -8.69013 -9.23741 -24.12819 0.46
C -6.60185 -13.86038 -20.12817 0.75
C -2.15902 -10.17936 -20.97996 -0.98
H -6.31488 -12.61725 -23.26153 0.33
H -4.59840 -9.75323 -23.27500 -0.23
H -2.83613 -8.42680 -24.65191 0.22
C -6.90948 -9.16787 -16.92800 0.41
H -1.58514 -8.75844 -17.62959 -0.06
C -4.39874 -6.19152 -19.84478 0.42
H -3.11772 -7.72820 -19.20675 -0.65
H -3.58599 -4.24773 -19.86882 0.41
C -6.85531 -10.46751 -16.09015 -0.99
H -7.76980 -8.70022 -16.44920 0.14
C 0.17655 -11.85778 -27.05665 -1.01
H -6.99105 -10.48017 -23.42364 -0.02
H -5.83911 -7.30108 -17.15340 0.14
H -0.78328 -11.91887 -27.56958 0.41
C -3.51160 -7.69773 -24.20436 -0.42
C -0.82526 -9.35475 -17.12450 0.25
O -5.41432 -7.10172 -20.19140 -0.45
H 0.36961 -8.87258 -18.96193 0.24
C -6.67191 -9.44590 -23.55227 0.73
C -2.11573 -15.50581 -17.28708 -0.68
H -4.36098 -14.04296 -21.67538 0.31
H -7.10731 -12.27535 -18.21354 -0.07
C -0.91912 -15.18339 -19.24692 -0.71
O -6.83575 -9.22523 -18.36306 -0.42
H -3.98522 -4.93622 -21.56739 0.31
H -3.46623 -11.90526 -20.89031 -0.42
C 1.13735 -13.39014 -28.81437 -1.45
H -5.11406 -15.57130 -21.86699 0.44
O 0.20712 -11.61875 -25.67707 -0.37
H -2.12437 -10.23005 -22.06822 0.09
H -4.81960 -8.57150 -16.69490 0.02
H -5.78029 -8.04403 -15.44258 0.45
H -0.56187 -10.72750 -24.04486 0.27
H 0.04356 -13.71257 -25.89985 0.30
H -7.31177 -14.47292 -22.04152 0.40
H -0.95285 -15.25497 -20.33404 0.24
H 1.31719 -12.48168 -29.38921 0.36
H -3.48222 -6.77915 -24.79039 0.30
H -5.81813 -13.19967 -19.75758 -0.83
H 1.11132 -10.20640 -17.99097 0.30
H 2.03836 -12.84220 -26.97797 0.27
C -5.24493 -9.37829 -24.06843 -0.25
C -7.92494 -12.97565 -18.38436 -0.37
O 1.17382 -7.29121 -14.93113 -0.54
H -5.95819 -7.89409 -22.90996 0.21
H -5.22108 -4.35538 -20.48542 0.42
O -0.53111 -8.99648 -15.84391 -0.32
H 0.63059 -11.02359 -27.59150 0.38
H 0.21419 -13.80029 -29.22382 0.36
C -5.82567 -8.18940 -16.52188 -0.95
H -0.71463 -14.13996 -19.00699 0.25
C 0.53237 -9.28322 -17.96545 -0.18
H -1.06145 -10.38392 -16.85407 0.19
N -6.65031 -8.46591 -22.44727 0.02
H -7.62921 -9.38414 -25.43941 0.40
C 1.04496 -13.08977 -27.35211 0.72
H -2.11521 -9.12432 -20.70966 -0.11
H -5.89193 -10.91271 -16.33877 0.07
C -3.00709 -6.80580 -19.77686 -0.08
H -4.51083 -14.08429 -17.88515 -0.14
H -5.14265 -10.12475 -24.85609 0.52
H 1.15971 -14.88489 -26.35210 0.25
H -2.48798 -11.88778 -18.52346 0.32
O 1.29637 -8.34603 -17.29149 -0.37
C -7.71178 -8.89729 -24.46768 -1.85
O -7.86064 -13.23899 -19.81339 -0.46
H -4.29507 -13.71206 -16.13811 0.45
Cr -6.27532 -8.99382 -20.36921 0.61
H -7.91313 -13.73821 -17.60561 0.31
H -7.74879 -7.80820 -24.49259 0.43
O -2.13040 -15.60927 -18.76086 -0.27

***

[2]
117
Properties=species:S:1:pos:R:3:mulliken_charge:R:1 method="wB97M-V/def2-TZVPD" largest_force_ev_per_a=6.27 total_charge=+1 homo_ev="-9.81 / -9.81" spin_multiplicity=2 homo_lumo_gap_ev="7.206 / 2.893"
C -0.54839 -6.11373 1.95731 -1.79
H 0.43072 -3.80640 0.98276 0.13
C -0.21441 2.80285 -4.92427 0.44
C 2.15205 -0.84203 2.69711 -1.22
N -3.66750 4.59483 0.94754 0.49
H 2.76046 3.83226 -0.01172 0.00
C 0.68484 -4.64755 0.33779 -0.61
N 0.05571 -1.05209 -0.88253 0.18
N -1.66474 -1.37671 -3.38302 -0.16
H 1.83367 1.21856 2.10020 -0.26
H 2.27246 1.03572 -3.40167 0.18
H -1.69498 -5.44186 -1.31546 0.38
N 0.27154 -6.95159 -0.29297 0.04
H -3.66409 3.61764 3.38592 0.40
N 4.50993 2.81791 -2.27911 -0.38
C -2.86225 5.07277 2.12319 1.58
C 2.02199 -8.08868 1.22198 -1.54
H -1.08501 -0.98739 -2.65333 -0.26
C 1.71235 -7.39309 -0.10836 1.52
H 1.11620 1.65765 -0.59516 -0.18
N 3.12800 1.56197 -3.29578 -0.29
H -5.32903 5.05387 1.29139 0.43
C 1.62869 0.57390 2.95487 1.22
O -0.60483 -0.11740 2.25843 -0.13
C 0.13214 0.61082 3.27410 -0.71
O 0.64473 0.38583 -2.41562 -0.92
N 2.90287 4.60444 0.62354 -0.13
H -2.33727 -4.04389 -4.64401 0.27
C 3.75551 5.42348 0.16384 0.57
H -4.22806 4.88269 -1.65778 0.48
H -2.02638 3.19519 2.81769 -0.12
C -2.66341 3.99999 3.18453 -1.30
H 2.46212 -5.71763 -1.38854 0.33
H 2.57811 4.62639 1.57966 0.28
C -1.36640 5.43208 1.60752 -1.85
C 2.15228 -8.33185 -1.22440 -1.94
H -2.27148 2.20331 1.04722 -0.25
H 0.39583 2.61363 -3.10460 -0.09
H -0.29307 -1.19934 0.05382 -0.34
C 3.30271 2.31299 -2.23935 0.43
O -0.52854 3.49037 -5.89757 -0.75
C -1.67495 -5.47246 -0.22607 -1.94
O -0.33224 -3.12043 -3.18017 -0.72
H -3.56974 3.27632 -2.24932 0.35
H 0.28597 4.87999 0.38260 0.71
N 3.92839 6.52583 0.90717 -0.40
C 2.16009 -4.93734 0.59418 -0.89
O 4.36323 5.16764 -0.80498 -0.72
C -1.31003 -2.56725 -3.73730 0.71
H -2.60267 1.68570 -0.66208 0.36
H 3.58451 -6.52057 -0.21219 0.56
H 0.14210 1.01488 -4.15947 0.38
H 1.47368 -9.02504 1.32539 0.40
C -2.93187 2.28857 0.18425 -1.02
H 0.23135 -1.80321 -1.53450 0.11
H -1.39831 -5.56775 2.36676 0.45
H -2.94391 -2.42158 -4.85015 0.13
O 2.45500 2.66451 -1.48862 -0.59
O -0.59086 -8.08511 -0.39975 -0.42
C -1.91430 -0.28144 2.63071 -0.88
H 2.68024 -3.99813 0.40599 0.44
H 4.58587 7.26313 0.69692 0.24
H -0.51264 -8.50218 0.46138 0.35
C -0.72133 4.51164 0.57690 0.66
H -2.17495 -4.56264 0.10605 0.34
H 1.49316 -1.36623 2.00487 -0.06
H 0.18659 0.69025 0.59973 -0.35
H 4.74370 3.57846 -1.65700 0.25
H 3.36116 1.51375 3.54777 0.28
C -1.68467 4.29447 -0.63544 -0.93
H 1.60200 -7.61741 2.11058 0.28
H -2.36599 -0.91092 -3.94103 0.21
C 2.59282 -6.09879 -0.37576 -1.33
N 0.07537 3.30465 -3.76785 -0.08
H -3.91811 1.86253 0.36843 0.53
C -0.26928 -5.83178 0.46065 1.95
O -4.94337 4.17563 1.33083 -0.30
H 0.05088 0.31906 4.32118 0.54
H 2.16074 -1.29306 3.68937 0.51
H -2.39997 -6.24509 0.02986 0.45
H -4.50152 6.24671 3.16968 0.48
H -1.73707 5.22543 -1.19994 0.60
H -0.49975 3.53355 1.00391 -0.62
H -0.63222 5.55567 2.40364 0.54
H -2.36241 -0.94865 1.89441 0.29
H -2.22556 4.33538 4.12470 0.51
H 3.94709 1.42372 -3.87031 0.16
C -3.11836 3.78607 -0.21757 1.32
H 1.68414 -9.31498 -1.17544 0.38
H -1.30945 6.46150 1.25372 0.45
H -0.31385 1.60440 3.31891 -0.10
H -2.44049 0.67249 2.59533 0.16
C -4.03652 3.83271 -1.43653 -1.86
H 2.30955 -5.14483 1.65376 0.38
H -2.86324 6.54181 3.72188 0.36
H -2.18672 -0.76262 3.57004 0.36
H 3.17055 -0.86214 2.30933 0.37
N 2.53879 1.06136 3.92083 -0.68
H 0.28792 -6.03410 2.65181 0.31
H 0.35671 4.26059 -3.60315 0.22
H 0.57959 -4.28618 -0.68516 0.13
H -3.37299 7.11716 2.15516 0.46
N -2.20667 -3.04622 -4.55619 -0.39
H 3.03892 -8.33625 1.52640 0.40
H -0.23425 1.06896 -5.88175 0.20
H -0.89357 -7.14749 1.94051 0.35
C -3.46051 6.28053 2.84833 -1.79
H 3.21939 -8.54105 -1.29931 0.39
N 0.43677 0.95437 -0.34249 1.02
H -1.18174 3.62344 -1.33177 -0.06
C 0.39087 0.10790 -1.30521 0.72
H -5.02287 3.42475 -1.21567 0.45
H 1.78146 -8.01227 -2.19829 0.44
H 2.74763 0.31295 4.56609 0.31
N -0.00360 1.53238 -5.01448 -0.23
H 3.33618 6.50397 1.72504 0.12
H 5.02509 2.67049 -3.13527 0.14